Density functional theory data (the ωB97M-V functional and the def2-TZVPD basis) for a molecular structure, C16H12AlN5O2S2Se2.

```
40
Properties=species:S:1:pos:R:3:forces:R:3
Al 0.0976 0.1116 0.4268 0.240 -0.422 0.102
S -0.6602 -1.6374 1.7957 0.046 0.180 -0.589
C -1.9635 -0.5058 2.0104 -0.345 -0.111 0.165
S -2.0238 0.8424 0.8950 0.174 -0.267 -0.181
C -2.8980 -0.6822 2.9934 0.171 0.033 -0.117
C -3.9719 0.2238 3.2102 -0.198 0.297 -0.010
N -4.8466 0.9421 3.4203 0.040 -0.015 -0.078
C -2.8464 -1.7988 3.8746 0.010 -0.309 0.103
N -2.8408 -2.7097 4.5785 0.054 0.050 -0.021
Se 1.7097 -1.2726 -3.1957 0.236 -0.247 0.447
Se 0.6163 0.6602 -3.6933 -0.147 0.397 -0.071
C 0.7935 1.9473 -2.2553 0.064 -0.128 -0.029
C 1.1310 3.2014 -2.7533 0.012 -0.122 -0.101
C 1.1030 4.3093 -1.9271 -0.072 -0.061 0.068
C 0.6901 4.1295 -0.6222 0.031 0.095 -0.045
C 0.3857 2.8553 -0.1918 -0.072 0.073 0.105
N 0.4628 1.7549 -0.9662 -0.004 -0.172 -0.131
C 0.1624 -2.2452 -2.5529 -0.420 0.215 0.132
C -0.0050 -3.5705 -2.9181 0.140 -0.068 0.033
C -1.2406 -4.1583 -2.6949 0.042 0.034 -0.006
C -2.2634 -3.3818 -2.1805 -0.033 -0.075 0.093
C -1.9770 -2.0891 -1.7832 0.292 0.287 0.236
N -0.7638 -1.5355 -1.9111 0.108 -0.139 -0.164
H 1.4092 3.2902 -3.7935 0.062 0.005 0.012
H 1.3916 5.2820 -2.3005 -0.030 0.024 -0.011
H 0.6148 4.9522 0.0726 -0.011 0.000 0.029
H 0.0691 2.6923 0.8279 0.055 0.066 -0.029
H 0.8061 -4.1173 -3.3792 -0.034 -0.007 -0.092
H -1.4105 -5.1939 -2.9560 0.008 -0.007 -0.042
H -3.2604 -3.7760 -2.0525 -0.024 -0.007 0.010
H -2.7318 -1.4514 -1.3433 -0.021 -0.017 0.189
N 2.0452 -0.8613 0.2837 -0.312 -0.111 -0.234
C 3.0542 0.1241 0.6973 -0.018 0.392 0.226
C 2.3780 1.0937 1.6806 0.113 -0.226 -0.304
O 3.0096 1.8558 2.3660 0.008 -0.024 -0.038
O 1.0803 0.9951 1.6223 0.008 0.524 0.693
H 1.9086 -1.5156 1.0530 -0.047 -0.020 -0.052
H 2.3869 -1.4028 -0.4998 -0.125 -0.019 -0.240
H 3.3726 0.7132 -0.1657 0.014 -0.107 -0.034
H 3.9323 -0.3267 1.1579 -0.017 0.011 -0.023
```
Positions in Å, forces in eV/Å.

E_tot: -187295.95129 eV
Molecular weight: 555.34 g/mol
Frontier orbital gap: 6.8078 eV
Energy relative to the best compared isomer or geometry (same formula, charge and spin): 0.5660 eV



Density functional theory data (the ωB97M-V functional and the def2-TZVPD basis) for a molecular structure, C40H53AsHfO6S3Sb.

```
105
Properties=species:S:1:pos:R:3:forces:R:3
Hf -0.2349 0.9242 0.2301 -0.476 -0.765 -0.918
O 3.2798 0.8617 2.4136 -0.010 0.019 -0.034
S 2.8750 0.9823 1.0469 0.394 0.157 0.203
O 3.8971 0.7996 0.0457 -0.037 -0.017 0.003
O 1.7006 0.1091 0.7067 -0.588 0.146 -0.118
C 2.2406 2.6641 0.7741 0.132 0.257 -0.099
C 2.9639 3.3703 -0.1922 0.037 -0.067 -0.042
C 2.6788 4.6857 -0.5060 -0.024 0.015 0.022
C 1.6577 5.3485 0.1564 0.033 -0.055 -0.005
C 0.9212 4.6675 1.1040 -0.095 0.062 0.048
C 1.1853 3.3372 1.4174 0.029 0.133 0.094
S -0.0205 2.6296 2.5474 0.258 0.009 0.236
O 0.5264 1.3371 2.9077 -0.009 0.065 0.097
O -0.3067 3.5870 3.5695 0.016 -0.016 0.001
O -1.1917 2.3749 1.6424 0.000 -0.082 -0.146
H 3.7678 2.8552 -0.6982 0.004 -0.010 0.002
H 3.2640 5.1883 -1.2655 -0.001 -0.003 -0.003
H 1.4245 6.3804 -0.0706 0.004 0.003 -0.003
H 0.1060 5.1581 1.6203 0.004 -0.003 0.000
C -2.0084 -3.7128 0.7891 -0.026 0.021 0.004
C -2.8227 -2.9727 1.8525 0.055 0.070 0.021
C -3.3601 -3.9999 2.8437 0.007 -0.036 0.009
C -3.9980 -2.2652 1.1737 0.049 -0.064 0.031
Sb -1.5250 -1.3579 2.6533 0.015 0.096 -0.081
C 0.1161 -2.4860 3.6069 -0.010 0.052 -0.073
C 0.8929 -1.5569 4.5405 0.015 -0.060 0.035
C -0.3134 -3.7351 4.3655 0.056 -0.003 -0.029
C 1.0450 -2.8651 2.4462 -0.007 0.017 0.094
C -2.7133 -0.4504 4.2940 0.069 -0.026 -0.051
C -3.6692 -1.3651 5.0490 0.051 0.001 0.007
C -1.7465 0.1900 5.2906 -0.053 -0.006 0.016
C -3.5089 0.6646 3.6077 0.063 0.007 0.080
H -2.6815 -4.3678 0.2203 -0.004 -0.004 0.014
H -1.2425 -4.3470 1.2397 -0.017 -0.015 0.000
H -1.5371 -3.0264 0.0849 0.038 -0.046 -0.008
H -3.8683 -4.7938 2.2791 -0.005 0.018 0.005
H -4.0892 -3.5747 3.5261 -0.072 0.061 0.111
H -2.5735 -4.4697 3.4333 -0.183 0.017 -0.071
H -4.6094 -3.0078 0.6440 0.008 0.018 -0.004
H -3.6540 -1.5305 0.4447 0.007 0.034 -0.050
H -4.6447 -1.7700 1.9013 -0.013 0.039 0.022
H 0.3532 -1.3612 5.4684 0.135 -0.054 -0.110
H 1.1327 -0.6051 4.0652 0.029 -0.011 0.041
H 1.8401 -2.0425 4.8071 0.009 -0.007 -0.012
H -1.0507 -3.5124 5.1408 -0.006 -0.021 0.008
H 0.5630 -4.1789 4.8563 0.004 0.008 0.002
H -0.7314 -4.4909 3.6990 0.120 0.024 0.053
H 1.4628 -1.9748 1.9758 0.018 0.001 -0.023
H 0.5462 -3.4466 1.6721 0.014 -0.022 -0.009
H 1.8775 -3.4653 2.8353 0.015 0.017 0.004
H -3.1802 -2.2680 5.4206 -0.009 0.007 0.020
H -4.5142 -1.6604 4.4300 -0.061 -0.080 -0.066
H -4.0755 -0.8234 5.9141 -0.005 -0.009 -0.012
H -1.3060 -0.5547 5.9558 -0.093 0.069 -0.017
H -2.2982 0.9040 5.9150 -0.012 0.005 -0.005
H -0.9377 0.7311 4.7977 -0.012 0.012 0.061
H -4.1844 0.2809 2.8420 -0.035 -0.029 -0.052
H -2.8488 1.3954 3.1372 -0.062 -0.016 0.007
H -4.1169 1.1896 4.3559 0.004 0.008 -0.002
C 5.8046 2.2279 -4.3039 0.005 -0.012 -0.003
C 4.6604 3.0095 -4.2170 -0.002 0.012 -0.012
C 3.4877 2.4661 -3.7124 -0.011 -0.009 0.024
C 3.4382 1.1347 -3.3065 -0.078 -0.014 0.009
C 4.5876 0.3594 -3.3944 -0.007 0.009 0.003
C 5.7657 0.9041 -3.8890 -0.028 0.016 -0.005
As 1.7548 0.4951 -2.5171 -0.039 0.175 0.176
C 2.0239 -1.4099 -2.5165 0.054 -0.124 0.013
C 2.7081 -2.1461 -1.5631 0.009 -0.025 0.019
C 2.7088 -3.5334 -1.6475 0.010 0.053 0.022
C 2.0154 -4.1679 -2.6699 -0.025 -0.011 -0.044
C 1.3199 -3.4293 -3.6168 -0.008 -0.009 -0.008
C 1.3196 -2.0411 -3.5471 0.056 -0.036 0.038
C 0.6041 -1.1280 -4.4592 -0.040 0.076 -0.024
C -0.1682 -1.5055 -5.5516 0.023 0.005 -0.003
C -0.8079 -0.5383 -6.3130 -0.015 -0.010 -0.016
C -0.6896 0.8076 -5.9907 0.011 -0.005 0.005
C 0.0747 1.1925 -4.8967 0.010 0.028 0.002
C 0.7254 0.2311 -4.1441 0.007 -0.087 0.084
H 6.7245 2.6503 -4.6887 -0.001 0.005 0.000
H 4.6827 4.0445 -4.5366 0.002 0.001 0.000
H 2.6011 3.0875 -3.6266 0.003 0.013 -0.005
H 4.5644 -0.6724 -3.0694 0.019 -0.027 0.008
H 6.6570 0.2916 -3.9463 0.002 -0.001 -0.002
H 3.2194 -1.6390 -0.7535 0.007 -0.022 -0.018
H 3.2359 -4.1198 -0.9053 0.004 0.004 0.006
H 2.0078 -5.2497 -2.7230 -0.007 -0.001 -0.006
H 0.7691 -3.9397 -4.3975 -0.001 0.000 0.001
H -0.2830 -2.5520 -5.8065 0.001 0.000 0.000
H -1.4130 -0.8371 -7.1601 -0.003 -0.002 0.003
H -1.2055 1.5543 -6.5812 0.002 0.004 -0.001
H 0.1455 2.2394 -4.6260 -0.007 0.009 -0.004
S -1.1717 -0.7132 -1.0365 0.022 0.215 0.111
C -3.2448 2.3589 -1.1202 0.031 -0.005 -0.020
C -2.0432 2.5149 -2.0515 0.053 0.092 0.050
C -2.2690 3.7164 -2.9733 0.019 -0.023 0.017
C -0.7400 2.6626 -1.2481 0.224 -0.207 0.292
H -4.1779 2.2713 -1.6844 0.002 -0.008 0.005
H -3.3283 3.2260 -0.4570 0.011 -0.005 0.008
H -3.1468 1.4630 -0.5020 -0.037 0.020 -0.009
H -1.9687 1.6135 -2.6675 -0.015 -0.015 0.023
H -2.3370 4.6358 -2.3827 -0.005 0.006 -0.014
H -3.1932 3.6168 -3.5517 0.004 -0.005 -0.006
H -1.4399 3.8353 -3.6759 0.001 0.009 0.000
H -0.8241 3.5847 -0.6530 -0.023 -0.007 -0.007
H 0.0906 2.8502 -1.9432 -0.009 -0.023 -0.022
```
Positions in Å, forces in eV/Å.

E_tot: -155818.67601 eV
Molecular weight: 1101.23 g/mol
Frontier orbital gap: 7.1970 eV
Charge: -1
Energy relative to the best compared isomer or geometry (same formula, charge and spin): 0.0000 eV



Density functional theory data (the ωB97M-V functional and the def2-TZVPD basis) for 2 unconnected molecules or ions with the total composition C4H9O2.

```
15
Properties=species:S:1:pos:R:3:forces:R:3
C -2.3394 1.0777 -0.9715 -0.038 0.235 0.118
O -1.4056 0.7367 0.0335 -0.427 -0.117 0.111
H -3.3183 0.6554 -0.7436 -0.037 -0.087 0.021
H -2.4444 2.1641 -1.0297 -0.006 0.023 -0.007
H -2.0249 0.7226 -1.9508 0.022 -0.085 -0.136
C 1.0508 -1.2372 -0.3274 0.243 0.065 0.426
O 0.4857 -0.2421 -1.0711 0.981 -0.759 -0.514
C 1.6822 -0.8441 0.9764 -0.079 -0.152 -0.184
C 1.6005 0.3518 1.5134 -0.234 0.300 0.262
H 1.7903 -1.7577 -0.9503 -0.063 -0.131 -0.286
H 0.2735 -1.9927 -0.1283 -0.085 -0.162 -0.194
H -0.6283 0.3148 -0.4135 -0.531 0.791 0.439
H 2.2035 -1.6201 1.5203 0.078 -0.237 -0.126
H 2.0445 0.5201 2.4782 0.123 0.207 0.171
H 1.0299 1.1508 1.0644 0.054 0.109 -0.102
```
Positions in Å, forces in eV/Å.

E_tot: -8385.09779 eV
<S²>: 0.755
Molecular weight: 89.11 g/mol
Frontier orbital gap (spin up / spin down): 10.9244 / 7.2489 eV
Multiplicity: 2
Energy relative to the best compared isomer or geometry (same formula, charge and spin): 1.8105 eV



Density functional theory data (the ωB97M-V functional and the def2-TZVPD basis) for a molecular structure, C8H10FeN3O7P2S2.

```
33
Properties=species:S:1:pos:R:3:forces:R:3
Fe 0.9150 -0.2636 -0.0790 -0.267 -0.333 0.083
C -5.4544 -1.7029 -0.2562 -0.292 -0.308 -0.660
S -3.9604 -1.0878 -1.0648 -0.662 1.822 -1.224
C -2.7120 -1.5621 0.0328 -0.834 -4.866 -0.296
S -2.6082 -3.2445 0.0763 1.017 2.448 1.049
N -2.2994 -0.5107 0.7854 0.904 0.345 -0.218
N -1.2465 0.1549 0.2742 -0.141 3.552 0.392
C -1.3728 1.4780 0.1972 -0.548 -1.343 0.348
C -0.2485 2.4021 0.0599 2.636 0.277 0.503
C -0.4378 3.7840 0.1951 -1.096 -0.245 0.290
C 0.6540 4.6749 0.2392 -0.767 0.692 -0.239
C 1.9200 4.1457 0.1976 1.090 -0.772 -0.708
C 2.1029 2.7486 0.0820 -1.666 -0.912 0.527
N 1.0494 1.8723 0.0343 -0.585 1.924 -0.272
H -6.1803 -0.9070 -0.4768 -0.040 -0.478 0.320
H -5.2577 -1.7971 0.8132 -0.234 -0.051 -0.200
H -5.7614 -2.6660 -0.7336 0.267 0.776 0.626
H -2.3426 1.9945 0.3069 0.289 -0.696 0.099
H -1.4958 4.1158 0.3629 1.208 -0.050 -0.433
H 0.4955 5.7910 0.2616 0.113 -1.462 0.151
H 2.8495 4.7356 0.1435 -0.779 -0.079 0.290
H 3.1070 2.3173 0.1383 -0.456 -0.082 -0.320
O 4.7156 -2.1397 0.4959 0.728 0.113 -0.582
P 3.5578 -1.4045 -0.3500 0.269 0.923 0.986
O 4.1574 -0.4323 -1.2994 -0.607 -0.918 -0.034
O 2.5741 -0.7427 0.6905 1.189 -0.749 -0.814
O 2.7353 -2.6669 -0.9577 -0.734 0.172 -0.191
P 1.2009 -3.1485 -0.5098 -0.944 0.472 -1.361
O 1.4450 -3.3015 1.0692 -0.353 0.008 -0.441
O 0.6733 -4.3926 -1.1199 1.258 0.620 0.467
O 0.2543 -1.9331 -0.7957 1.535 -0.257 0.583
H 5.6037 -2.0556 0.0547 -1.463 0.039 0.536
H 1.3671 -4.2556 1.1321 -0.035 -0.583 0.741
```
Positions in Å, forces in eV/Å.

E_tot: -101900.12472 eV
<S²>: 8.786
Molecular weight: 442.11 g/mol
Frontier orbital gap (spin up / spin down): 6.6495 / 5.6420 eV
Multiplicity: 6